Computed, not measured: a 2-piece molecular cluster, C2H3N2S2 overall in a non-equilibrium geometry, with ωB97M-V with the def2-TZVPD basis set.

Structure (XYZ):
```
9
Properties=species:S:1:pos:R:3:forces:R:3:lowdin_charge:R:1
S -0.96710 -2.00132 1.29076 1.140 1.159 0.002 1.0498
S -0.04929 1.81037 -1.69234 -0.576 -0.047 -0.401 0.8523
N 0.46915 0.35992 0.99435 -1.783 -1.671 -1.289 0.1863
N -0.56133 -0.90908 -1.55540 0.833 3.829 0.335 0.1163
C -0.11699 -0.74293 1.07895 -1.865 -3.135 1.346 -0.6568
C -0.48147 0.30037 -1.73514 0.738 -1.732 0.149 -0.7710
H -1.01859 -1.55820 -2.10645 -1.134 -1.674 -1.261 0.0781
H 1.11253 0.59386 1.66459 2.145 1.399 1.707 0.1352
H -0.01875 0.89938 0.29755 0.502 1.872 -0.586 0.0097
```
Positions in Å, forces in eV/Å.

Output
**Net charge**: +1
**Gap between HOMO and LUMO**: 8.30 eV
**Energy relative to the best compared isomer or geometry (same formula, charge and spin)**: 36.4 kcal per mole
**HOMO level**: -14.11 eV
**Spin multiplicity**: 1